Molecular formula: C32H58N2O8SbSiSr
Method: DFT, the ωB97M-V functional and the def2-TZVPD basis

Calculated values
**Highest occupied orbital energy**: -5.01 eV
**HOMO-LUMO gap**: 6.57 eV
**Relative energy (zero: lowest compared OMol25 entry of this formula, charge and spin)**: 52.9 kJ/mol
**Multiplicity**: 1
**Calculated total energy**: -68747.7465 eV
**Total charge**: -1

Geometry as XYZ:
```
103
Properties=species:S:1:pos:R:3:forces:R:3:mulliken_charge:R:1
Sr -0.244810 0.522529 0.486836 0.6 0.0 0.0 1.1140
O 2.922784 2.478491 2.531983 0.1 -0.1 0.0 -0.6941
C 2.167415 1.641047 2.068371 0.1 0.0 0.1 1.0265
O 1.930400 1.453502 0.810209 -0.4 -0.2 0.1 -0.8418
C 1.398539 0.671509 3.084536 0.1 0.0 0.1 0.3618
O 1.516516 0.882703 4.281158 0.0 0.0 0.0 -0.7363
O 0.692616 -0.271889 2.553697 -0.2 0.3 -0.3 -0.9054
N 1.177727 -0.800997 -6.536238 0.0 0.0 0.0 -0.5605
C 0.475244 -0.560973 -5.659238 0.0 0.0 0.0 -0.0562
C -0.428876 -0.271876 -4.580040 0.0 0.0 0.0 0.5021
C -1.769475 0.001999 -4.841843 0.0 0.0 0.0 -0.5601
C -2.601680 0.291894 -3.779480 0.0 0.0 0.0 -1.0696
C -2.071366 0.293407 -2.496916 0.0 0.0 0.0 -0.4529
N -0.789962 0.011460 -2.242529 0.0 0.1 0.2 0.7226
C 0.017154 -0.254067 -3.261824 0.0 0.0 -0.1 -0.2208
H -2.135117 -0.008032 -5.859968 0.0 0.0 0.0 0.4960
H -3.646758 0.521750 -3.931158 0.0 0.0 0.0 0.4979
H -2.683861 0.529786 -1.632537 0.0 0.0 0.0 0.6544
H 1.054332 -0.453156 -3.017783 0.0 0.0 0.0 0.0647
C 4.807958 -3.724011 -2.385616 0.0 0.0 0.0 -1.7561
C 3.526197 -2.902048 -2.470914 0.0 0.0 0.0 1.8735
C 3.437800 -2.265405 -3.859408 0.0 0.0 0.0 -1.3777
C 2.319174 -3.832543 -2.311571 0.0 0.0 0.0 -1.7277
Sb 3.237888 -1.339636 -0.909465 0.0 0.1 0.0 0.8744
C 4.668712 0.232816 -1.513196 0.0 -0.1 0.0 1.8717
C 5.033764 1.087864 -0.300191 0.0 0.0 0.0 -1.8458
C 3.901826 1.116823 -2.499830 0.0 0.0 0.0 -1.7333
C 5.949563 -0.286097 -2.161746 0.0 0.0 0.0 -1.6535
C 4.200425 -2.262662 0.842198 0.0 0.0 -0.1 1.9830
C 5.717429 -2.389896 0.753566 0.0 0.0 0.0 -1.6705
C 3.580595 -3.647648 1.026370 0.0 0.0 0.0 -1.9731
C 3.816747 -1.410375 2.051928 0.0 0.0 0.0 -1.9561
H 4.841635 -4.435565 -3.221411 0.0 0.0 0.0 0.5309
H 4.862833 -4.305030 -1.463170 0.0 0.0 -0.1 0.3012
H 5.700059 -3.098966 -2.448145 0.0 0.0 0.0 0.2076
H 3.242265 -3.039962 -4.610727 0.0 0.0 0.0 0.5681
H 4.360773 -1.762800 -4.146584 0.0 0.0 0.0 0.2120
H 2.629482 -1.537231 -3.944957 0.0 0.0 0.0 -0.2022
H 2.362614 -4.628110 -3.065529 0.0 0.0 0.0 0.4893
H 1.378452 -3.292877 -2.453387 0.0 0.0 0.0 0.2369
H 2.282357 -4.304949 -1.327537 0.0 0.0 0.0 0.3392
H 4.154317 1.475415 0.215576 0.0 0.0 0.0 0.1526
H 5.620652 1.946676 -0.649305 0.0 0.0 0.0 0.5412
H 5.655271 0.545622 0.413791 0.0 0.0 0.0 0.2814
H 3.016059 1.545274 -2.024606 0.0 0.0 0.0 0.2526
H 3.601035 0.576110 -3.401868 0.0 0.0 0.0 0.3626
H 4.541027 1.949961 -2.815271 0.0 0.0 0.0 0.4814
H 6.503168 -0.957066 -1.502341 0.0 0.0 0.0 0.1864
H 6.603171 0.566668 -2.384714 0.0 0.0 0.0 0.5330
H 5.765679 -0.806872 -3.101438 0.0 0.0 0.0 0.2610
H 6.044783 -2.993737 -0.095085 0.0 0.0 0.0 0.2078
H 6.083727 -2.873314 1.667545 0.0 0.0 0.0 0.5452
H 6.202688 -1.415553 0.689333 0.0 0.0 0.0 0.2723
H 3.868393 -4.347078 0.237355 -0.1 0.0 0.1 0.3655
H 2.489559 -3.596237 1.067028 0.0 0.0 0.0 0.2952
H 3.921415 -4.066899 1.979975 0.0 0.0 0.0 0.4864
H 4.182489 -0.385992 1.988553 0.0 0.0 0.0 0.2821
H 4.247927 -1.860318 2.954250 0.0 0.0 0.0 0.5437
H 2.735732 -1.368345 2.186609 0.0 0.0 0.0 0.1579
C -4.509396 3.082888 -1.113224 0.0 0.0 -0.1 -1.4650
C -5.172493 3.257872 0.250599 0.0 0.0 0.0 1.9294
C -6.536280 2.573296 0.264772 0.0 0.0 0.0 -1.6407
C -5.301037 4.739073 0.588193 0.0 0.0 0.0 -1.9253
O -4.400512 2.669854 1.290385 0.0 -0.1 0.1 0.1202
Si -3.061836 1.724594 1.174685 0.2 -0.2 0.0 -1.7325
O -1.827271 2.281227 0.372436 -0.2 0.1 -0.1 -1.1884
O -2.672254 1.201927 2.685203 -0.2 0.0 -0.1 1.6572
C -2.430565 1.903912 3.914240 0.1 0.0 0.0 1.4626
C -3.755470 2.460214 4.427336 0.0 0.0 0.0 -1.7485
C -1.871474 0.870188 4.881658 0.0 0.0 0.0 -1.4803
C -1.428802 3.026909 3.676836 0.0 0.0 0.0 -1.3067
O -3.482585 0.280191 0.406621 0.1 -0.1 0.0 1.2179
C -3.799309 -1.017247 0.906213 -0.1 0.0 0.0 2.2400
C -4.426599 -1.773131 -0.262784 0.0 0.0 0.0 -1.8480
C -2.511245 -1.716050 1.342531 -0.1 -0.1 0.1 -1.7429
C -4.794687 -0.942751 2.061788 0.0 0.0 0.0 -1.4593
H -5.097239 3.595691 -1.877342 0.0 0.0 0.0 0.5298
H -4.455362 2.022378 -1.371305 0.0 0.0 0.0 0.0977
H -3.495325 3.483272 -1.101101 0.0 0.0 0.0 0.3022
H -7.200493 3.007937 -0.485578 0.0 0.0 0.0 0.4057
H -6.996458 2.678964 1.248269 0.0 0.0 0.0 0.3264
H -6.415453 1.509027 0.052516 0.0 0.0 0.0 0.2250
H -5.935089 5.252384 -0.137956 0.0 0.0 0.0 0.4345
H -4.314384 5.203939 0.587474 0.0 0.0 0.0 0.4028
H -5.736817 4.855719 1.581488 0.0 0.0 0.0 0.3648
H -4.479678 1.651818 4.552707 0.0 0.0 0.0 0.3084
H -4.169425 3.187941 3.729171 0.0 0.0 0.0 0.1995
H -3.602706 2.941364 5.395458 0.0 0.0 0.0 0.5117
H -2.591691 0.056921 5.007755 0.0 0.0 0.0 0.3019
H -1.689139 1.326979 5.856440 0.0 0.0 0.0 0.4305
H -0.927825 0.464417 4.517358 0.0 0.0 0.0 0.1756
H -1.805458 3.729075 2.929589 0.0 0.0 0.0 0.2132
H -0.472581 2.630060 3.336833 0.0 0.0 0.0 0.1403
H -1.245969 3.567952 4.607032 0.0 0.0 0.0 0.4741
H -3.729739 -1.821138 -1.102560 0.0 0.0 0.0 0.2516
H -5.332119 -1.260601 -0.593149 0.0 0.0 0.0 0.3703
H -4.686239 -2.792706 0.027716 0.0 0.0 0.0 0.3978
H -1.870281 -1.911434 0.475639 0.0 0.0 0.0 0.2791
H -2.731939 -2.686837 1.791293 0.0 0.0 0.0 0.4568
H -1.979611 -1.132816 2.096578 0.0 0.0 0.0 0.2885
H -5.668604 -0.363265 1.756118 0.0 0.0 0.0 0.2613
H -4.342750 -0.459486 2.924915 0.0 0.0 0.0 0.0866
H -5.122278 -1.945609 2.343853 0.0 0.0 0.0 0.5327
```
Positions in Å, forces in eV/Å.